No. 1
C6H17Br3MnNO3 | ωB97M-V/def2-TZVPD

Structure (ORCA input):
```
! RIJCOSX wB97M-V def2-TZVPD def2/J DEFGRID3
* xyz -1 6
Mn 0.52858 1.31268 -0.66024
Br 2.53413 0.86291 -2.42946
Br -1.05325 2.89348 -2.14499
Br 1.49196 3.08507 1.13081
C -3.20586 -0.53757 1.15791
C -1.84810 -0.36023 0.49064
C -1.84970 -0.80866 -0.95672
O -0.64314 -0.38061 -1.59486
C -0.62344 -0.79509 -2.93611
N -1.38632 1.05838 0.59703
H -3.18422 -0.07585 2.14482
H -3.44786 -1.59526 1.30611
H -4.02120 -0.09119 0.58171
H -1.18226 -1.01203 1.06356
H -2.70834 -0.46062 -1.53990
H -1.84213 -1.90335 -0.99597
H 0.36198 -0.67579 -3.37258
H -1.36330 -0.23389 -3.52018
H -0.92146 -1.84534 -3.08052
H -2.13147 1.56557 0.09417
H -1.59106 1.46162 1.51450
C 2.53666 -0.88502 0.93720
C 3.66082 0.04670 1.37856
O 3.36585 0.76455 2.55124
O 1.33974 -0.12951 0.76129
H 2.33368 -1.70846 1.62801
H 2.81528 -1.26286 -0.04786
H 3.76383 0.74988 0.54422
H 4.58785 -0.51246 1.49483
H 2.78313 1.50697 2.28975
H 0.89961 -0.03403 1.61303
*
```

Summary:
⟨S²⟩: 8.753
Energy above the lowest of the compared OMol25 structures with the same formula, charge and spin (kJ/mol): 0.0
Electronic energy (eV): -255584.74781
Orbital gap (spin up / spin down) (eV): 7.29 / 7.60

=====

No. 2
C6H17Cl2NSi2 | ωB97M-V/def2-TZVPD

Structure (ORCA input):
```
! RIJCOSX wB97M-V def2-TZVPD def2/J DEFGRID3
* xyz 0 1
C -2.16818 0.92443 0.65965
C -1.24877 -0.18446 0.19538
C -1.15662 -1.21671 1.24928
N 0.15232 0.23887 -0.13402
C 0.29260 0.49138 -1.58476
C 1.65435 -0.16490 -2.09458
C 0.22106 2.02099 -1.94729
Si 1.38955 0.83154 1.20996
Si 2.55900 -0.96902 2.19007
Cl 0.65409 2.16708 2.48181
Cl 2.62489 1.85136 -0.04725
H -3.24621 1.00082 0.25485
H -2.32528 0.79940 1.72156
H -1.77613 1.94220 0.48292
H -1.76308 -0.65364 -0.73486
H -0.81411 -0.73404 2.12235
H -0.53396 -1.89532 0.72342
H -2.11264 -1.65578 1.46971
H -0.47487 -0.01817 -2.14409
H 1.80301 -1.20616 -1.72284
H 1.54185 -0.31801 -3.12323
H 2.47852 0.48138 -2.00399
H -0.74423 2.46389 -1.91046
H 0.59487 1.99424 -2.90916
H 1.00273 2.56929 -1.40764
H 1.57063 -2.01417 2.01530
H 2.86023 -1.00873 3.61417
H 3.73624 -1.05470 1.34791
*
```

Summary:
Energy above the lowest of the compared OMol25 structures with the same formula, charge and spin (kJ/mol): 295.1
SMILES string: CC(C)N(C(C)C)[Si]([SiH3])(Cl)Cl
Electronic energy (eV): -48788.99196
Orbital gap (eV): 9.00

=====

No. 3
C6H17ClN3 | ωB97M-V/def2-TZVPD

Structure (ORCA input):
```
! RIJCOSX wB97M-V def2-TZVPD def2/J DEFGRID3
* xyz 1 1
C -2.72316 0.63532 -0.32742
C -1.66472 -2.71860 1.36602
C 1.37157 -1.28296 -0.53816
C 3.08884 1.76213 -0.74410
C -1.63528 0.84250 0.69265
C -0.51654 -0.15625 0.40805
N -0.68543 -1.77655 1.70126
N 0.42096 -0.17822 -0.42040
N 1.71992 1.89111 -1.26349
Cl -0.96883 2.51000 0.68358
H -2.32080 1.05017 -1.19472
H -3.67225 0.98093 -0.03598
H -2.73426 -0.43350 -0.65440
H -1.29994 -3.48075 0.60207
H -2.01619 -3.17981 2.21716
H -2.44864 -2.12504 0.99571
H 2.18809 -0.93824 -1.11631
H 1.45526 -1.76429 0.40989
H 0.95878 -1.90419 -1.35164
H 3.15981 1.62023 0.35566
H 3.72635 0.87926 -0.95742
H 3.61308 2.61829 -1.03387
H -1.99763 0.66589 1.64338
H -1.12428 -1.20875 2.43512
H 0.96282 0.99141 -0.99330
H 1.75765 2.14864 -2.28893
H 1.38483 2.55126 -0.59040
*
```

Summary:
Energy above the lowest of the compared OMol25 structures with the same formula, charge and spin (kJ/mol): 91.0
Electronic energy (eV): -23480.08104
Orbital gap (spin up / spin down) (eV): 9.18 / 9.18

=====

Q: The highest energy above the lowest of the compared OMol25 structures with the same formula, charge and spin belongs to which entry?
A: C6H17Cl2NSi2

=====

Q: Look up the electronic energy of the first one.
A: -255584.74781 eV

=====

Q: Which value of energy above the lowest of the compared OMol25 structures with the same formula, charge and spin does entry 1 give?
A: 0.0 kJ/mol

=====

Q: The highest electronic energy belongs to which entry?
A: C6H17ClN3